{"formula": "C10H18Si", "method": "ωB97M-V/def2-TZVPD", "elements": ["C", "C", "C", "C", "C", "C", "C", "C", "C", "C", "Si", "H", "H", "H", "H", "H", "H", "H", "H", "H", "H", "H", "H", "H", "H", "H", "H", "H", "H"], "coordinates": [[0.6507, 2.3017, 1.1885], [1.4355, 1.2292, 1.7662], [0.3045, 2.2934, -0.0974], [1.5878, 0.0677, 1.1282], [0.7811, 1.2220, -1.0249], [0.9212, -0.2077, -0.1663], [2.1362, 1.6124, -1.6073], [-1.9068, -0.8111, -1.4129], [-1.6776, -0.2764, 1.6385], [-0.5335, -2.9084, 0.4135], [-0.7993, -1.0351, 0.1267], [0.3575, 3.1132, 1.8407], [1.8867, 1.4025, 2.7326], [-0.2493, 3.1127, -0.5351], [2.1490, -0.7407, 1.5769], [0.0696, 1.0470, -1.8302], [1.5355, -0.8657, -0.7809], [2.5174, 0.8357, -2.2674], [2.8526, 1.7712, -0.8035], [2.0486, 2.5377, -2.1758], [-2.3080, 0.1959, -1.4675], [-1.3664, -1.0048, -2.3344], [-2.7484, -1.4960, -1.3797], [-1.0442, -0.3087, 2.5194], [-1.9357, 0.7628, 1.4618], [-2.5939, -0.8115, 1.8700], [-1.3460, -3.3293, 0.9974], [-0.4968, -3.4496, -0.5276], [0.3900, -3.1149, 0.9456]], "forces_ev_per_angstrom": [[-0.244, 0.233, -0.053], [0.274, -0.173, 0.173], [-0.145, 0.116, -0.092], [0.060, -0.157, 0.147], [0.394, -2.201, 1.186], [-0.754, 2.037, -1.335], [-0.131, -0.009, -0.027], [0.432, -0.047, 0.553], [0.339, -0.236, -0.515], [-0.065, 0.682, -0.091], [-0.230, -0.170, 0.019], [-0.050, 0.121, -0.047], [0.068, -0.105, 0.091], [-0.084, 0.159, 0.061], [0.106, -0.028, 0.161], [-0.049, 0.038, -0.022], [-0.040, -0.192, -0.063], [0.040, -0.064, -0.094], [0.076, 0.014, 0.037], [0.051, 0.081, -0.055], [-0.042, 0.225, 0.011], [0.153, -0.063, -0.165], [-0.156, -0.161, 0.072], [0.141, -0.039, 0.133], [-0.011, 0.175, -0.082], [-0.161, -0.174, -0.041], [-0.195, -0.044, 0.110], [0.039, -0.035, -0.205], [0.183, 0.018, 0.132]], "nbo_charge": [-0.235, -0.268, -0.178, -0.153, -0.233, -0.677, -0.605, -1.105, -1.107, -1.100, 1.627, 0.211, 0.212, 0.206, 0.206, 0.211, 0.239, 0.204, 0.214, 0.209, 0.235, 0.233, 0.238, 0.241, 0.241, 0.234, 0.235, 0.234, 0.233], "homo_lumo_gap_ev": 8.9521, "smiles": "C[C@@H]1C=CC=C[C@H]1[Si](C)(C)C", "spin_multiplicity": 1, "relative_energy_kj_mol": 0.0, "fmax_ev_per_a": 2.55, "energy_ev": -18539.7513}